C46H40N9O6PY | wB97M-V/def2-TZVPD

Computed properties:
Gap between HOMO and LUMO = 8.3 eV
Maximum force = 1.0 eV/A
Charge = +1

XYZ file:
```
103
C46H40N9O6PY | OMol25 | wB97M-V/def2-TZVPD
C 1.649 6.364 1.261
C -1.338 1.226 -3.864
C 4.746 1.971 -1.344
C -3.236 -1.498 -2.193
C 1.720 4.165 2.252
H 2.089 3.147 2.238
H -2.714 -3.549 -1.745
C -1.464 3.103 -1.831
H 5.398 -2.435 -0.311
C 2.550 -1.208 0.848
C 0.868 4.588 3.265
H -1.274 0.488 -4.653
H -2.731 1.009 0.003
C 4.129 3.246 -0.986
H -1.244 2.433 2.443
C 6.010 0.620 -2.870
C 5.457 1.843 -2.538
C 2.963 4.594 0.157
O 3.385 3.301 0.154
H 0.894 -3.174 -0.966
C 5.847 -0.479 -2.031
C -0.326 -3.250 -5.256
N 3.390 5.255 -0.858
H 6.267 -1.437 -2.311
C 1.581 -2.034 -4.439
C -0.470 1.826 2.880
H 0.455 7.806 2.293
H 5.285 -1.351 1.079
C 4.609 0.881 -0.499
N 1.353 -1.652 0.486
H -1.520 -1.963 5.846
N 2.928 -2.729 -0.683
C -1.123 -2.667 -4.280
C -1.270 3.509 -3.142
H 6.562 0.514 -3.793
C 1.649 -2.591 -0.463
C -4.822 -3.293 -1.956
H -1.660 2.152 0.430
C -2.173 -4.075 1.011
C 0.413 5.900 3.271
H 1.231 -0.748 -2.770
C -5.593 -1.062 -2.404
N 3.493 -1.843 0.161
H -2.901 -4.801 2.879
C -1.225 -3.816 4.715
O -3.074 -0.751 1.458
C 4.919 -1.536 0.068
C -4.283 -0.607 -2.418
O -4.835 -2.104 1.189
C -1.218 2.571 -4.164
H 5.565 2.700 -3.189
C -1.591 1.753 -1.530
C 0.436 3.636 4.356
H -4.089 0.441 -2.609
H -1.701 -4.769 4.934
H -1.075 2.889 -5.187
Y -1.077 -1.076 0.840
H -0.245 -3.811 5.189
C -3.829 -1.789 1.770
H 1.638 -3.396 -6.097
H -4.156 -2.963 3.512
H 2.632 -1.784 -4.498
C 0.791 -1.460 -3.460
C -3.512 -2.846 -1.958
H -0.525 3.937 4.775
H 1.155 3.584 5.172
C -2.069 -2.596 5.151
C -1.108 -3.587 3.213
H -5.025 -4.336 -1.757
C 0.862 0.304 3.444
N 4.158 4.368 -1.610
C 2.100 5.046 1.247
H -1.165 4.562 -3.365
N 1.187 1.308 4.215
C 0.811 6.786 2.277
H -2.175 -2.914 -4.222
H -2.448 -0.805 3.878
H -0.761 -3.950 -5.956
C -0.567 -1.776 -3.368
C -2.444 -3.886 2.508
C 1.021 -2.937 -5.336
N 0.319 2.272 3.853
C -5.863 -2.402 -2.175
P -1.520 -0.942 -2.076
O -1.025 -2.131 3.121
C -2.287 -1.878 3.824
H -0.232 -4.017 2.732
C 5.144 -0.353 -0.842
N -0.152 0.577 2.573
H -3.014 -2.870 5.618
N -1.775 1.337 -0.161
O -1.445 -3.106 0.506
H 1.331 -0.663 3.513
H -6.404 -0.365 -2.572
C -1.512 0.800 -2.547
H -6.886 -2.753 -2.157
C -3.290 -2.630 2.942
H -1.524 3.840 -1.038
H 1.955 7.040 0.475
H -0.257 6.236 4.053
H 2.756 -0.445 1.579
H 4.075 1.007 0.434
O -2.536 -5.042 0.390
```